{
  "formula": "C7H9N",
  "method": "ωB97M-V/def2-TZVPD",
  "energy_ev": -8885.1216,
  "de_lowest_ev": 10.035,
  "largest_force_ev_per_a": 6.38,
  "species": ["N", "C", "C", "C", "C", "C", "C", "C", "H", "H", "H", "H", "H", "H", "H", "H", "H"],
  "positions_angstrom": [[-0.2180, 1.0430, 0.4679], [-0.5321, -1.2189, -0.0830], [1.0016, -1.0836, -0.0606], [0.9936, 1.4202, 0.0053], [-0.0079, -0.4930, 0.9749], [1.8901, 0.1962, -0.2912], [-1.7514, -0.3264, -0.5637], [-1.6395, 1.1681, 0.4301], [-1.7019, 1.9728, -0.3456], [2.7006, -0.0607, 0.7071], [-0.3717, -0.3880, 2.1735], [1.6177, -2.0365, 0.4281], [2.4161, 0.2755, -1.3482], [1.0413, 2.4595, -0.6085], [-2.7193, -0.9680, -0.6699], [-1.5281, 0.2538, -1.6227], [-1.1912, -2.2140, 0.4066]]
}

{
  "formula": "C48H126N6O24",
  "method": "ωB97M-V/def2-TZVPD",
  "energy_ev": -109887.3903,
  "de_lowest_ev": 0.475,
  "largest_force_ev_per_a": 3.76,
  "smiles": "COCCNCCOC.COCCNCCOC.COCCNCCOC.COCCNCCOC.COCCNCCOC.COCCNCCOC.OCCO.OCCO.OCCO.OCCO.OCCO.OCCO",
  "species": ["O", "O", "O", "O", "O", "O", "O", "O", "O", "O", "O", "O", "O", "O", "O", "O", "O", "O", "O", "O", "O", "O", "O", "O", "N", "N", "N", "N", "N", "N", "C", "C", "C", "C", "C", "C", "C", "C", "C", "C", "C", "C", "C", "C", "C", "C", "C", "C", "C", "C", "C", "C", "C", "C", "C", "C", "C", "C", "C", "C", "C", "C", "C", "C", "C", "C", "C", "C", "C", "C", "C", "C", "C", "C", "C", "C", "C", "C", "H", "H", "H", "H", "H", "H", "H", "H", "H", "H", "H", "H", "H", "H", "H", "H", "H", "H", "H", "H", "H", "H", "H", "H", "H", "H", "H", "H", "H", "H", "H", "H", "H", "H", "H", "H", "H", "H", "H", "H", "H", "H", "H", "H", "H", "H", "H", "H", "H", "H", "H", "H", "H", "H", "H", "H", "H", "H", "H", "H", "H", "H", "H", "H", "H", "H", "H", "H", "H", "H", "H", "H", "H", "H", "H", "H", "H", "H", "H", "H", "H", "H", "H", "H", "H", "H", "H", "H", "H", "H", "H", "H", "H", "H", "H", "H", "H", "H", "H", "H", "H", "H", "H", "H", "H", "H", "H", "H", "H", "H", "H", "H", "H", "H", "H", "H", "H", "H", "H", "H", "H", "H", "H", "H", "H", "H"],
  "positions_angstrom": [[-9.8154, -23.5348, -22.5852], [-6.6524, -27.2573, -15.4518], [-3.8122, -27.3534, -20.1903], [-10.0352, -19.8378, -21.0983], [-11.5666, -28.8571, -12.1449], [-5.8358, -26.6851, -24.8106], [-8.7342, -21.3013, -14.5605], [-10.4913, -26.7289, -21.8754], [-4.5571, -17.5851, -17.5809], [-5.5210, -23.8754, -25.5579], [-5.7175, -22.1138, -11.1648], [-8.0938, -15.2656, -20.6864], [-5.6344, -24.3864, -22.7456], [-11.3820, -20.0437, -18.5365], [-11.9553, -23.2776, -15.1403], [-8.0065, -21.0411, -22.5136], [-4.6503, -25.0694, -15.2972], [-8.0141, -24.6008, -18.3222], [-0.9860, -26.1575, -23.3395], [-10.6988, -23.9005, -17.7209], [-5.2860, -22.4335, -16.5630], [-11.7959, -26.4887, -18.1201], [-7.3293, -25.5921, -9.8466], [-9.1351, -21.7801, -18.8675], [-7.5231, -27.3088, -22.6090], [-7.5670, -26.8980, -12.4098], [-6.4924, -22.7923, -13.8990], [-12.2496, -25.8208, -13.9872], [-6.8388, -17.5797, -19.3837], [-2.9604, -25.1065, -21.8085], [-8.9041, -23.1534, -23.6248], [-9.4492, -27.2473, -21.0759], [-1.7958, -24.2436, -22.1931], [-4.5556, -28.3413, -19.5200], [-11.4381, -19.5801, -20.9314], [-5.3388, -18.7382, -17.8162], [-12.1890, -27.6509, -12.3611], [-4.0213, -17.6215, -16.2711], [-7.6872, -17.5933, -20.5862], [-7.4319, -28.0395, -16.4003], [-7.8819, -22.3745, -19.3117], [-7.6427, -23.4303, -14.5254], [-5.0529, -23.0867, -11.9401], [-7.1512, -27.2752, -24.9773], [-11.9937, -27.2397, -13.8019], [-5.9640, -23.7106, -12.9316], [-7.2301, -24.3995, -9.1232], [-8.9613, -14.1566, -20.7915], [-5.1400, -26.7586, -26.0853], [-8.7746, -20.2128, -15.4440], [-3.9175, -24.3716, -16.3079], [-11.0743, -24.9615, -13.7283], [-8.5137, -27.0105, -11.2690], [-12.5057, -22.0272, -15.2942], [-3.4376, -24.9872, -20.3972], [-7.9958, -23.8827, -19.5291], [-6.5441, -28.0734, -14.2616], [-11.8846, -24.0329, -18.5163], [-1.1193, -26.9717, -24.5040], [-7.7139, -27.9573, -13.3443], [-12.6779, -25.3393, -18.2109], [-8.0298, -26.7957, -23.8754], [-8.7895, -16.5392, -20.5745], [-5.3411, -23.0621, -23.2227], [-11.6670, -29.3772, -10.8637], [-1.2102, -24.8012, -23.4472], [-4.8930, -21.7053, -10.0803], [-8.0949, -26.6166, -21.4321], [-4.7862, -23.5841, -17.2173], [-5.8764, -18.6971, -19.2368], [-11.6964, -19.1176, -19.5073], [-8.5604, -25.7570, -10.4291], [-4.7724, -23.0898, -24.6849], [-11.4606, -23.4896, -13.8162], [-4.4135, -26.0608, -20.0012], [-11.7375, -26.8246, -21.1618], [-8.4453, -22.4804, -15.3134], [-8.6678, -21.6140, -23.6671], [-13.2412, -21.8732, -14.5322], [-9.4290, -28.2928, -21.0899], [-12.5371, -27.7476, -14.5905], [-6.2097, -22.4219, -23.1631], [-8.5070, -20.3554, -22.1694], [-10.8929, -27.5091, -13.9832], [-11.4128, -26.5030, -17.2337], [-10.3068, -25.2092, -14.5095], [-12.9789, -22.0147, -16.2884], [-3.2850, -23.7242, -15.7231], [-11.7279, -26.0643, -20.4132], [-6.6768, -26.9578, -11.9351], [-7.6627, -21.8610, -20.2114], [-6.4978, -29.1694, -14.5482], [-0.8837, -27.9346, -24.1128], [-7.0580, -28.3890, -24.9615], [-4.1545, -26.2928, -25.8532], [-8.1160, -18.5865, -20.7206], [-8.3370, -27.9051, -10.6989], [-8.6402, -27.8191, -13.8714], [-3.9009, -29.2556, -19.6081], [-4.7981, -24.7514, -22.4954], [-9.3643, -23.3267, -24.5880], [-5.2976, -25.6770, -15.6404], [-8.8724, -24.0281, -20.1752], [-3.3900, -18.5144, -16.1172], [-0.4279, -26.7927, -25.3400], [-9.4493, -14.0806, -21.7721], [-6.8799, -28.9525, -16.4973], [-4.7818, -23.9516, -11.3317], [-12.6825, -25.6527, -14.8839], [-9.5927, -26.9672, -20.0849], [-4.6563, -22.6221, -9.4622], [-12.7696, -19.0033, -19.3943], [-9.8205, -14.1888, -20.1054], [-9.2333, -16.5709, -19.5484], [-5.0055, -18.6407, -19.8905], [-4.7433, -25.9288, -18.8985], [-5.4094, -26.0208, -20.5003], [-9.5851, -22.3531, -18.2148], [-1.7987, -24.5491, -24.3167], [-6.1011, -18.9147, -17.0591], [-6.3440, -16.6987, -19.3379], [-4.5787, -22.5108, -22.6094], [-10.4282, -20.0839, -18.6347], [-7.3854, -24.2519, -15.1812], [-9.3683, -22.9359, -15.7490], [-8.2166, -23.8178, -13.7232], [-9.6491, -21.1724, -23.7555], [-7.0561, -23.5350, -9.7726], [-3.3503, -25.0997, -16.8370], [-8.0907, -21.3103, -24.5491], [-11.7478, -18.8917, -21.6925], [-7.9510, -25.7200, -23.9721], [-11.5920, -24.1016, -19.5421], [-11.2043, -18.0886, -19.3171], [-4.7985, -17.4772, -15.4292], [-11.1086, -28.8647, -10.0521], [-2.5429, -25.0586, -19.7377], [-12.5066, -23.1307, -18.4251], [-8.0662, -24.2636, -8.3759], [-12.4975, -26.4919, -21.8912], [-4.8495, -28.0607, -18.5411], [-2.1229, -23.2032, -22.4358], [-8.4695, -13.2752, -20.6114], [-13.4444, -25.6270, -18.9625], [-12.0041, -27.8239, -20.7817], [-10.6133, -25.1844, -12.7765], [-9.1310, -27.1371, -24.0699], [-6.3663, -19.6028, -19.4295], [-4.6487, -22.0715, -24.9905], [-8.7638, -24.8730, -11.0603], [-7.8912, -22.1420, -16.2196], [-5.5933, -27.7795, -13.8164], [-7.1099, -24.1177, -20.1352], [-9.4516, -16.6794, -21.4237], [-5.4142, -28.6394, -20.1437], [-8.9413, -24.6813, -18.0292], [-5.4902, -24.7293, -25.1264], [-11.3441, -30.4117, -10.9548], [-7.6518, -27.4714, -17.2713], [-6.5612, -26.9488, -22.6367], [-2.4738, -26.0307, -21.9607], [-8.4360, -28.1842, -15.9242], [-9.2340, -19.3422, -14.9238], [-6.9427, -21.9808, -13.4377], [-7.6382, -26.9595, -25.9342], [-3.2675, -16.8698, -16.2552], [-7.6648, -28.9434, -12.8286], [-7.7647, -19.9971, -15.7827], [-9.5451, -27.1792, -11.6153], [-5.0522, -27.7934, -26.4898], [-11.5653, -26.8423, -11.8625], [-13.2375, -27.6218, -12.0662], [-9.4026, -20.4219, -16.3251], [-3.8919, -21.3889, -10.3265], [-5.4414, -21.0504, -9.4688], [-2.1743, -27.0139, -24.9182], [-10.6002, -22.8408, -13.5952], [-13.2598, -25.3328, -17.2296], [-9.7692, -20.6359, -20.5986], [-6.8378, -24.0779, -12.3872], [-8.3119, -25.5408, -21.5638], [-5.6755, -26.1608, -26.7801], [-6.9846, -17.4211, -21.4242], [-3.9952, -24.0237, -20.2336], [-4.2031, -23.1487, -18.1560], [-11.0236, -23.9455, -16.8053], [-9.8443, -24.4973, -22.5782], [-11.9922, -20.5005, -21.1291], [-9.4185, -25.8555, -9.7327], [-5.4419, -24.4971, -13.4981], [-7.4158, -26.8532, -20.5928], [-7.9422, -23.6213, -23.5754], [-5.5489, -22.7454, -15.6912], [-4.1409, -22.7237, -12.4041], [-12.6129, -29.3869, -10.4036], [-6.3632, -24.4535, -8.5525], [-1.1030, -24.2090, -21.3031], [-0.3076, -24.1914, -23.6549], [-12.2391, -23.2570, -13.0938], [-4.6331, -19.5738, -17.7790], [-11.7638, -21.2201, -15.2133], [-5.6192, -24.1432, -17.5796], [-3.7489, -23.4000, -24.6758], [-7.1562, -22.2281, -18.5753]]
}

{
  "formula": "C5H9NO",
  "method": "ωB97M-V/def2-TZVPD",
  "energy_ev": -8866.9564,
  "de_lowest_ev": 2.256,
  "largest_force_ev_per_a": 2.33,
  "smiles": "C=C(C)C(=O)NC",
  "species": ["O", "N", "C", "C", "C", "C", "C", "H", "H", "H", "H", "H", "H", "H", "H", "H"],
  "positions_angstrom": [[-1.5059, -1.1543, -0.5468], [-0.7449, 0.9845, -0.0017], [1.1750, -2.0940, 0.5800], [-1.7726, 1.7103, -0.7274], [-0.6205, -0.4344, -0.1310], [0.7810, -0.7360, 0.1019], [1.5443, 0.3994, 0.1824], [1.5577, 1.2010, -0.5415], [-2.2917, 2.4071, -0.0625], [0.5079, -2.8462, 0.1534], [2.2025, -2.3449, 0.3097], [2.4374, 0.4084, 0.8008], [-2.5091, 1.0114, -1.1291], [-1.3286, 2.2601, -1.5603], [1.0913, -2.1524, 1.6698], [-0.5237, 1.3801, 0.9023]]
}